[1]
ORCA calculation (ωB97M-V/def2-TZVPD) on a cluster of 4 separate species, C33H39F3NO14 in total in a non-equilibrium geometry.

The LUMO energy comes out at -0.01 eV. The energy comes out at -73163.898 eV. Its charge is -1.

```
90
Properties=species:S:1:pos:R:3:lowdin_charge:R:1
C 4.77 -1.43 -2.55 -0.12
C 4.82 -0.57 -3.82 -0.26
C 3.48 0.16 -4.01 -0.21
C 3.44 1.62 -3.51 -0.20
C 2.34 1.87 -2.48 -0.22
C 2.10 3.35 -2.20 -0.20
C 0.90 3.68 -1.27 -0.19
C -0.10 2.55 -1.00 -0.22
C -1.09 2.27 -2.14 -0.19
C -2.35 1.56 -1.64 -0.14
C -3.06 0.64 -2.63 -0.43
N -3.09 1.32 -3.96 0.09
C -2.37 -0.70 -2.86 -0.13
C -2.38 -1.70 -1.71 -0.05
C -1.36 -1.53 -0.62 -0.59
F -1.85 -1.00 0.52 0.12
F -0.30 -0.77 -0.96 0.11
F -0.82 -2.73 -0.24 0.09
C -4.57 0.42 -2.22 -0.63
O -5.13 1.41 -1.71 -0.03
O -5.06 -0.66 -2.54 0.01
H 3.90 -2.09 -2.58 0.07
H 4.67 -0.80 -1.67 0.05
H 5.67 -2.06 -2.43 0.07
H 5.64 0.14 -3.73 0.10
H 4.99 -1.22 -4.68 0.09
H 3.16 0.11 -5.05 0.10
H 2.73 -0.39 -3.44 0.10
H 3.28 2.30 -4.36 0.11
H 4.41 1.89 -3.09 0.11
H 1.42 1.39 -2.84 0.10
H 2.64 1.37 -1.55 0.10
H 3.01 3.73 -1.72 0.10
H 2.01 3.89 -3.14 0.10
H 1.27 4.06 -0.32 0.09
H 0.33 4.49 -1.74 0.10
H 0.41 1.63 -0.71 0.08
H -0.70 2.85 -0.14 0.12
H -1.38 3.25 -2.54 0.11
H -0.62 1.70 -2.95 0.09
H -3.09 2.32 -1.38 0.12
H -2.14 1.02 -0.71 0.10
H -3.45 0.66 -4.63 0.07
H -3.78 2.06 -3.91 0.08
H -2.91 -1.18 -3.68 0.11
H -1.34 -0.53 -3.21 0.12
H -2.19 -2.70 -2.11 0.13
H -3.38 -1.73 -1.26 0.13
C 1.89 1.37 3.06 0.08
C 2.19 0.65 1.96 -0.22
C 3.60 0.58 1.41 -0.30
O 3.79 -0.10 0.41 0.09
C 4.65 1.32 2.08 0.07
C 4.34 2.03 3.18 -0.24
C 2.94 2.09 3.74 -0.32
O 2.80 2.76 4.75 0.09
O 5.21 2.74 3.87 0.11
O 1.28 -0.02 1.29 0.11
H 0.89 1.43 3.46 0.14
H 5.65 1.27 1.68 0.13
H 4.70 3.14 4.60 0.11
H 1.71 -0.49 0.56 0.10
C 1.07 -3.62 2.62 0.09
C 1.02 -4.55 3.59 -0.23
C 2.24 -5.33 4.02 -0.31
O 2.08 -6.14 4.92 0.09
C 3.51 -5.08 3.37 0.07
C 3.55 -4.15 2.40 -0.23
C 2.33 -3.36 1.98 -0.28
O 2.52 -2.54 1.10 0.10
O 4.64 -3.82 1.73 0.12
O -0.08 -4.88 4.25 0.12
H 0.20 -3.06 2.29 0.13
H 4.37 -5.65 3.68 0.13
H 4.37 -3.12 1.10 0.12
H 0.19 -5.57 4.89 0.12
C -5.09 0.44 3.09 0.06
C -6.14 0.19 3.88 -0.25
C -7.56 0.17 3.37 -0.34
O -8.42 -0.09 4.21 0.04
C -7.81 0.44 1.99 0.04
C -6.77 0.70 1.15 -0.23
C -5.32 0.71 1.68 -0.29
O -4.46 0.94 0.87 0.13
O -6.94 0.96 -0.11 0.11
O -6.06 -0.06 5.18 0.08
H -4.07 0.46 3.46 0.13
H -8.83 0.43 1.64 0.12
H -6.09 1.12 -0.67 0.05
H -6.99 -0.21 5.46 0.10
```



[2]
ORCA calculation (ωB97M-V/def2-TZVPD) on a cluster of 2 separate species, C3H7N3 in total in a non-equilibrium geometry.

The value obtained for the energy relative to the best compared isomer or geometry (same formula, charge and spin) is 61.7 kcal/mol. The LUMO energy comes out at -0.19 eV. The energy comes out at -7692.003 eV.

```
13
Properties=species:S:1:pos:R:3:lowdin_charge:R:1
N -1.91 -0.43 -0.22 0.00
C -0.83 0.54 -0.02 -0.23
C 0.41 -0.11 0.49 -0.11
N 0.43 -1.39 0.55 0.18
C 2.65 1.23 -0.40 -0.35
N 3.56 1.69 -0.97 -0.14
H -2.63 -0.32 0.48 0.08
H -2.34 -0.32 -1.13 0.08
H -1.09 1.37 0.65 0.13
H -0.52 1.00 -0.96 0.14
H 1.41 0.52 0.47 -0.03
H -0.41 -1.90 0.26 0.12
H 1.28 -1.89 0.79 0.14
```



[3]
ORCA calculation (ωB97M-V/def2-TZVPD) on a cluster of 2 separate species, C4H13N2O2 in total in a non-equilibrium geometry.

The value obtained for the energy relative to the best compared isomer or geometry (same formula, charge and spin) is 82.4 kcal/mol. The LUMO energy comes out at 3.78 eV. The energy comes out at -11431.162 eV. Its charge is -1.

```
21
Properties=species:S:1:pos:R:3:lowdin_charge:R:1
C 1.06 -0.56 0.61 -0.41
O 0.66 -0.58 1.94 -0.32
C -0.06 -0.43 -0.49 -0.38
C -0.19 1.09 -0.54 -0.21
C -0.88 1.88 -1.68 -0.23
N 0.00 2.99 -2.29 0.04
N -1.39 -1.09 -0.35 0.03
H 1.92 -1.41 0.36 0.13
H 1.71 0.24 0.48 0.02
H 0.24 -0.55 -1.50 0.10
H -0.82 1.30 0.39 0.13
H 0.93 1.50 -0.39 0.14
H -1.30 1.09 -2.37 0.09
H -1.88 2.47 -1.48 0.11
H -0.20 3.14 -3.22 0.03
H 0.83 3.00 -2.07 -0.09
H -1.36 -2.13 0.06 0.12
H -1.94 -0.74 0.36 0.00
H 1.42 -2.73 2.94 -0.03
H 0.33 -1.99 2.09 -0.01
O 0.62 -2.97 2.49 -0.24
```